Below is a structure of composition C26H25N5O3SSeTl, with properties calculated with ωB97M-V with the def2-TZVPD basis set.

Geometry as XYZ:
```
62
Properties=species:S:1:pos:R:3:forces:R:3
H -4.932 -1.732 4.442 0.00 0.00 0.00
Tl 0.839 0.131 0.120 -0.10 -0.16 -0.52
C 1.170 0.187 -3.128 -0.01 -0.02 -0.02
N 2.520 0.595 1.381 -0.06 0.14 0.37
O -0.757 -1.025 1.378 0.13 0.05 -0.01
N 1.570 2.216 -0.875 -0.05 -0.06 0.20
C -2.909 -0.687 -2.345 0.01 0.01 -0.01
C 2.754 2.106 -1.483 0.01 -0.07 -0.02
C 3.132 4.446 -1.245 0.01 0.03 0.00
C -3.584 1.092 2.185 -0.08 -0.03 0.02
H -3.119 -1.079 -4.446 0.00 0.00 0.00
O -0.821 1.342 1.403 0.21 -0.01 -0.14
H 0.201 3.421 0.081 0.00 -0.02 0.00
C 2.750 -2.292 -0.857 0.00 0.03 -0.05
N 2.072 -0.204 -2.043 -0.02 0.08 0.08
N -0.722 -0.113 -1.615 0.00 -0.11 0.11
C 1.153 3.407 -0.435 -0.01 0.01 0.00
H 1.708 -2.144 -2.692 -0.01 0.00 0.02
H 4.516 3.094 -2.192 0.00 0.00 0.00
H -3.193 1.887 1.566 0.01 0.00 0.00
H -2.534 -1.665 3.872 0.02 0.01 -0.01
C 3.763 -3.221 -0.706 0.01 0.00 0.03
C 3.692 0.508 1.400 0.19 -0.10 -0.20
C 2.989 -3.600 1.526 0.00 -0.01 0.00
C 2.504 -1.600 -2.178 -0.01 -0.02 -0.02
H -7.029 0.555 4.665 0.01 0.00 0.00
C 2.010 -2.650 1.302 0.00 0.02 0.00
C 3.202 0.721 -1.905 -0.01 0.02 -0.05
S -1.034 0.152 2.276 0.21 0.00 0.21
C -0.269 -0.201 -2.869 0.06 0.06 0.03
H 3.762 0.796 -2.845 0.00 0.00 0.00
H 1.541 5.499 -0.236 0.00 0.00 0.00
C -3.209 -0.912 3.487 0.01 0.06 -0.02
C 1.905 4.552 -0.606 0.02 -0.01 -0.01
C -6.881 0.015 3.728 0.00 -0.01 -0.01
H -0.713 -0.633 -4.915 0.00 0.00 0.00
C -2.011 -0.351 -1.350 0.00 0.01 0.00
C -4.553 -0.941 3.807 -0.03 -0.02 0.02
H -7.504 0.491 2.971 0.00 0.00 0.00
C 3.562 3.209 -1.696 -0.01 0.01 0.00
C -4.929 1.047 2.522 0.03 0.00 -0.02
C -2.446 -0.799 -3.645 -0.01 -0.01 -0.01
H 1.204 1.272 -3.234 -0.01 0.00 0.01
Se 5.446 0.366 1.339 -0.14 0.01 0.01
C -1.108 -0.555 -3.910 -0.03 0.01 -0.01
H 4.452 -3.410 -1.518 0.00 0.00 0.00
H -7.236 -1.004 3.877 0.01 0.00 0.00
N 1.897 -2.022 0.129 -0.08 0.12 0.05
O -0.246 0.119 3.468 -0.15 0.00 0.06
H -2.311 -0.276 -0.315 0.02 -0.01 0.00
H 1.300 -2.364 2.068 0.00 0.00 -0.01
C 3.882 -3.885 0.506 0.01 0.00 0.00
H 4.673 -4.606 0.656 0.00 0.00 0.00
C -2.736 0.110 2.671 -0.14 0.02 -0.07
H 3.752 5.321 -1.388 0.00 0.00 0.00
H -5.597 1.815 2.152 0.00 0.00 0.00
C -5.431 0.036 3.335 -0.02 -0.01 0.02
H 3.890 0.324 -1.150 0.00 0.01 0.00
H 3.399 -1.670 -2.805 0.00 0.00 0.00
H -3.944 -0.868 -2.092 0.00 0.00 -0.01
H 3.055 -4.086 2.488 0.00 -0.01 -0.01
H 1.494 -0.236 -4.084 0.01 0.00 0.00
```
Positions in Å, forces in eV/Å.

- energy above the lowest of the compared OMol25 structures with the same formula, charge and spin (eV) = 0.0000
- max |F| (eV Å⁻¹) = 0.56
- net charge = +1
- HOMO (eV) = -10.46
- molecular weight (g/mol) = 770.93
- gap between HOMO and LUMO (eV) = 7.43

Below is the molecule C12H18O at a distorted geometry, with properties calculated with ωB97M-V with the def2-TZVPD basis set.

Geometry as XYZ:
```
31
Properties=species:S:1:pos:R:3:forces:R:3
C -2.306 -0.623 -0.405 -2.70 2.18 0.62
C 2.302 -0.119 0.885 2.39 -0.45 -2.46
C -1.661 -1.234 1.968 0.04 0.81 -0.71
H -0.891 1.652 -3.582 -0.74 -0.53 -0.50
H -0.357 -0.393 -2.231 1.37 -2.39 -0.78
H -2.528 -1.767 2.277 -1.29 0.03 0.26
H -1.142 -2.031 1.456 0.75 0.14 -0.35
H -1.135 -0.992 2.872 0.41 0.31 0.40
H 4.936 -2.174 1.764 -0.29 1.32 -0.25
H -2.763 0.598 1.413 -0.40 -0.11 0.04
H 1.956 -0.057 -1.293 -0.47 0.82 1.57
H -0.482 2.571 -2.206 0.29 0.91 0.37
C 1.517 0.302 -0.289 -0.33 -2.09 -1.21
H -3.428 -0.915 -0.352 1.70 0.49 -0.25
H -2.322 0.129 -2.528 -0.84 -0.07 0.12
C -0.718 0.973 0.919 0.42 -0.94 -2.46
C -2.015 0.446 -1.534 -0.34 -0.96 1.19
H -1.051 1.980 0.601 -0.07 -0.29 0.77
C -1.948 -0.003 1.033 1.21 -1.55 -1.02
H 2.006 0.241 1.823 -0.22 0.20 1.39
H -1.786 -1.542 -0.590 0.60 -0.35 -0.08
H -0.165 0.976 1.863 0.04 0.31 -0.35
C -0.278 1.655 -2.709 3.24 -1.09 0.09
H 0.806 1.578 -3.112 -1.56 0.68 0.76
C 0.193 0.594 -0.346 0.61 -0.24 0.91
H -2.486 1.441 -1.305 0.47 -0.88 -0.10
C 3.472 -0.851 0.739 -1.81 1.84 2.11
O 4.503 -0.511 2.885 -0.09 -1.06 -2.13
C 4.394 -1.157 1.831 -0.20 -0.27 3.15
H 3.870 -1.250 -0.129 -0.04 -0.48 -2.24
C -0.492 0.483 -1.718 -2.18 3.71 1.18
```
Positions in Å, forces in eV/Å.

- energy above the lowest of the compared OMol25 structures with the same formula, charge and spin (eV) = 2.8055
- max |F| (eV Å⁻¹) = 4.46
- HOMO (eV) = -8.66
- molecular weight (g/mol) = 178.28
- structure (SMILES) = C[C@@H]1CC[C@@H](C)/C(=C/C=C/C=O)C1
- gap between HOMO and LUMO (eV) = 8.43

Below is a cluster of 2 separate species, C6H14N4O2 in total at a distorted geometry, with properties calculated with ωB97M-V with the def2-TZVPD basis set.

Geometry as XYZ:
```
26
Properties=species:S:1:pos:R:3:forces:R:3
H 5.918 -1.267 0.149 0.44 -0.36 0.60
C -0.664 1.395 0.311 2.97 -0.35 -0.50
H -4.178 -0.486 -1.642 0.66 0.18 1.87
C 0.622 -1.050 -0.339 -0.52 1.95 -0.39
H 1.197 2.898 1.161 -0.19 1.78 0.81
C -1.341 0.384 -0.265 -4.32 -0.14 -1.06
O -2.749 0.598 -0.640 6.57 1.32 0.66
N 1.344 -0.020 0.057 -0.67 0.23 1.20
C 0.757 1.146 0.524 -2.00 1.06 -0.65
C -3.663 -0.425 -0.606 -2.07 -2.54 -0.19
H -1.003 2.404 0.254 -0.59 0.45 0.65
H 2.545 1.780 1.267 -0.16 0.10 -0.31
H 1.171 -1.914 -0.693 -0.58 -0.22 0.12
N 1.604 2.029 0.993 -0.54 -1.12 -0.23
N -0.704 -0.797 -0.508 -1.47 -3.43 -1.56
H 5.550 -0.398 -1.167 1.19 1.20 -1.81
H 4.632 -1.655 -0.850 -0.49 -1.11 -0.25
H -3.940 -0.312 1.516 -0.01 -0.56 0.18
N 5.181 -0.933 -0.442 -2.60 2.11 2.29
H -5.462 -0.785 0.657 0.41 -0.33 0.01
H -3.150 -1.411 -0.409 -0.59 0.65 -0.47
H 4.457 -0.251 0.066 1.53 -1.93 -0.90
H -4.916 0.831 0.779 0.06 0.49 -0.79
H -1.258 -1.615 -0.983 1.08 2.15 1.26
C -4.554 -0.178 0.630 -0.27 -0.07 -0.18
O 2.603 0.030 0.181 2.17 -1.50 -0.36
```
Positions in Å, forces in eV/Å.

- energy above the lowest of the compared OMol25 structures with the same formula, charge and spin (eV) = 1.7693
- max |F| (eV Å⁻¹) = 6.74
- net charge = +2
- HOMO (eV) = -16.56
- molecular weight (g/mol) = 174.20
- gap between HOMO and LUMO (eV) = 8.95

Below is the ion C5H11N2O with charge +1 at a distorted geometry, with properties calculated with ωB97M-V with the def2-TZVPD basis set.

Geometry as XYZ:
```
19
Properties=species:S:1:pos:R:3:forces:R:3
H 2.780 -0.710 1.016 1.49 0.00 0.94
H -0.508 -0.057 -2.151 0.11 1.07 0.48
H 0.936 -2.282 -0.278 0.04 2.38 1.43
H 0.918 -1.243 1.354 -0.62 -0.58 -0.12
C 1.061 1.420 -0.111 2.39 -4.79 -0.25
O -0.330 -0.697 -1.459 -0.41 -2.72 -3.32
H -1.881 1.729 -0.359 0.27 0.83 -0.23
N 2.123 0.842 -0.035 -1.26 3.36 0.27
H 0.591 2.344 -0.210 -0.84 1.29 -0.11
H -2.977 0.356 -0.854 1.66 0.71 1.62
H -2.971 1.003 0.916 1.28 -0.18 -2.22
N -0.003 -0.328 -0.238 -1.46 3.22 1.88
H 3.037 -0.763 -0.679 0.69 -1.05 -1.32
C -1.265 -0.078 0.562 1.45 -2.11 -1.32
C 2.349 -0.530 0.073 -0.38 0.05 0.60
H -0.956 0.459 1.363 1.34 0.99 2.97
H -1.640 -1.033 0.844 -0.48 -0.77 0.33
C -2.262 0.792 -0.022 -4.81 -0.17 -0.45
C 0.997 -1.225 0.269 -0.47 -1.53 -1.18
```
Positions in Å, forces in eV/Å.

- energy above the lowest of the compared OMol25 structures with the same formula, charge and spin (eV) = 6.0198
- max |F| (eV Å⁻¹) = 5.36
- net charge = +1
- HOMO (eV) = -14.33
- molecular weight (g/mol) = 115.16
- structure (SMILES) = C#[N+]CCN(O)CC
- gap between HOMO and LUMO (eV) = 10.31

Q: What is the formula in the second record?
A: C12H18O

Q: Among the records above, which one has the lowest molecular weight?
A: C5H11N2O